Density functional theory data (ωB97M-V/def2-TZVPD) for a structure of composition C14H26N6O6Pt in a non-equilibrium geometry.

```
53
C14H26N6O6Pt ωB97M-V/def2-TZVPD
Pt -0.05802 -0.22700 -0.32637
O -2.27735 -0.38428 -2.33256
O -0.74241 -2.99288 0.25808
O 0.02405 -1.76412 -1.86326
O 1.28717 -0.15862 -3.42491
O 0.79634 2.52808 0.29322
O 2.31904 0.94871 1.14823
N 1.58270 -0.13293 0.96681
N -0.43471 1.58758 2.47518
N -1.59487 0.01696 1.19652
N -1.32596 0.31328 -1.87366
N 0.14539 -2.07623 0.47644
N 0.25601 1.79426 -0.63555
C -0.29533 2.40613 -1.70436
C -2.57603 -0.86054 0.95854
C -1.42800 0.67177 2.35826
C -1.20118 1.59003 -2.38753
C -2.28578 0.35166 3.42687
C -3.47308 -1.14830 1.96720
C 1.85701 -1.19198 1.76162
C -3.30688 -0.55161 3.21565
C 1.21070 -3.67729 2.01194
C -0.01018 3.83980 -1.89807
C 2.86522 -1.15582 2.85162
C -2.07612 1.98431 -3.52603
C 1.10731 -2.31882 1.41996
C 3.08055 0.00134 -2.64830
H 3.56702 -0.49361 -3.46052
H -2.59394 -1.30844 -0.04607
H -2.23245 3.07462 -3.56733
H -3.04482 1.47242 -3.45033
H 0.97746 -4.42364 1.24101
H -0.57045 4.18912 -2.75882
H 2.48419 -1.74930 3.69232
H -3.98389 -0.80791 4.01479
H 0.51164 -3.83677 2.85093
H 1.04669 4.02862 -2.10100
H 2.96062 -0.44948 -1.59933
H -4.25795 -1.83696 1.70247
H -0.03568 2.05947 1.63907
H 3.80560 -1.62616 2.53403
H 3.12265 1.09359 -2.56231
H 0.91123 -2.16206 -1.68887
H -2.08886 0.86590 4.35713
H 3.07434 -0.14871 3.22183
H 1.67755 1.72196 0.80052
H -0.41568 2.12934 3.32666
H -1.63734 1.66575 -4.48555
H -0.31699 4.46473 -1.05428
H 0.84259 -1.06310 -3.27853
H -0.63294 -2.45386 -1.51035
H 1.16020 0.07515 -4.38132
H 2.22364 -3.87414 2.39829
```

Properties
Molecular weight in u: 569.48
Net charge: 0
Expectation value of S²: 2.01
2S+1: 3
Energy in eV: -39400.606


Density functional theory data (ωB97M-V/def2-TZVPD) for a structure of composition C22H28BaCl5N2O2S4Si.

```
65
C22H28BaCl5N2O2S4Si ωB97M-V/def2-TZVPD
Ba 0.26228 0.92014 -0.14049
Cl 0.49388 1.60496 -4.23963
Cl -5.00114 3.39227 -1.88247
Cl -4.28456 4.08119 -4.84881
Cl -3.00594 1.68725 -0.15640
Cl -1.54918 3.16399 -6.04089
S -1.25787 -0.26487 2.78195
S 1.52398 2.50760 2.36335
S 1.63512 -1.98695 -3.67433
S -0.23851 4.42231 3.87727
Si 2.64098 -1.28019 0.62513
O -0.61955 3.51758 1.42981
O 1.42972 -1.76092 -5.13068
N 1.05378 -0.39130 4.17680
N -0.31384 1.18289 4.83802
C 1.90094 -2.77849 1.61331
C -3.49533 2.87767 -2.55548
C 3.86313 -0.52499 1.90804
C -1.94594 2.78269 -4.40224
C 0.00344 -1.96109 -2.91162
C -3.90239 -1.71663 -1.14899
C -2.53385 -1.78926 -1.76805
C -0.16130 -2.24169 -1.55800
C -0.13352 0.19375 3.94997
C -1.07474 -1.58605 -3.68990
C 1.87670 0.38502 5.09722
C -1.34885 1.71650 -2.28237
C -3.17203 3.19074 -3.87419
C 1.89249 -3.76606 -3.48424
C 0.16902 3.51284 2.53798
C 3.88450 -2.26935 -0.46639
C 0.91411 1.49676 5.56142
C -1.72115 4.42550 1.36507
C -1.06805 2.07710 -3.58549
C -2.33736 -1.50902 -3.11430
C -2.57135 2.14412 -1.81676
C -1.42576 -2.14826 -0.99488
H 1.13864 -4.26739 -4.08930
H -0.97266 1.91433 4.61499
H 2.89327 -3.98825 -3.85073
H 4.56417 0.14381 1.40035
H -3.18344 -1.21415 -3.72428
H 1.26556 2.48882 5.27919
H 3.37481 -3.01644 -1.08269
H 1.44708 -3.49840 0.92241
H 0.74240 1.46319 6.63786
H 0.68270 -2.52131 -0.94078
H 1.45993 -0.96169 3.45147
H -2.48265 4.15868 2.09667
H 2.21488 -0.23722 5.92677
H 1.10157 -2.51773 2.31261
H -4.13329 -2.63753 -0.61097
H -0.90888 -1.35244 -4.73386
H -1.38229 5.44210 1.55807
H 1.81182 -4.04661 -2.43663
H 4.44984 -1.29773 2.41943
H 3.35907 0.08355 2.66449
H 4.60922 -2.80552 0.15713
H -4.66737 -1.56111 -1.90925
H -1.55409 -2.37369 0.05969
H -2.11476 4.33002 0.35659
H 4.43870 -1.61882 -1.14752
H 2.68154 -3.31841 2.16247
H -3.96389 -0.89429 -0.43726
H 2.74623 0.79654 4.58437
```

Properties
Molecular weight in u: 823.42
Net charge: -1
Energy relative to the best compared isomer or geometry (same formula, charge and spin) in kcal/mol: 0.0
Energy in eV: -144871.715